(1)
11
Properties=species:S:1:pos:R:3:nbo_charge:R:1 method="wB97M-V/def2-TZVPD" relative_energy_kj_mol=37.3 total_charge=0 fmax_ev_per_a=0.3 gap_ev=8.9 homo_ev=-8.1 smiles=Oc1ccc[nH]1
O -1.77225 0.72230 -1.16594 -0.689
C -0.65070 0.35476 -0.47855 0.400
C 0.65894 0.73968 -0.58410 -0.361
C 1.37628 0.02067 0.41967 -0.291
C 0.47789 -0.75793 1.10005 -0.086
N -0.76036 -0.56011 0.53514 -0.534
H -1.79027 0.23227 -1.99814 0.486
H 1.05159 1.45825 -1.29040 0.226
H 2.43979 0.06998 0.61197 0.222
H 0.61412 -1.45283 1.91634 0.211
H -1.64504 -0.82702 0.93396 0.415

(2)
11
Properties=species:S:1:pos:R:3:nbo_charge:R:1 method="wB97M-V/def2-TZVPD" relative_energy_kj_mol=230.5 total_charge=0 fmax_ev_per_a=5.9 gap_ev=10.8 homo_ev=-10.0 smiles="C#CCNC=O"
C -2.34315 1.32731 -0.14359 -0.199
C -1.39303 0.67384 -0.36989 -0.026
C -0.24420 -0.10633 -0.61786 -0.311
N 0.56886 -0.32841 0.50191 -0.601
C 1.79064 -0.77007 0.47338 0.537
O 2.34789 -1.03262 -0.53532 -0.612
H -3.19889 1.91363 0.05125 0.234
H 0.31603 0.36696 -1.42733 0.246
H -0.53903 -1.08513 -1.00047 0.231
H 0.44206 -0.04451 1.52834 0.409
H 2.25282 -0.91467 1.53958 0.092

(3)
11
Properties=species:S:1:pos:R:3:nbo_charge:R:1 method="wB97M-V/def2-TZVPD" relative_energy_kj_mol=114.7 total_charge=0 fmax_ev_per_a=1.1 gap_ev=9.8 homo_ev=-8.7 smiles=Nc1ccoc1
N 1.75906 -0.47575 -0.16156 -0.862
C 0.45135 0.03177 0.02997 0.032
C -0.59692 -0.82007 -0.39967 -0.326
C -1.76004 -0.17729 -0.13835 0.088
O -1.48702 1.03197 0.43149 -0.405
C -0.13697 1.15381 0.53114 0.063
H 2.31336 -0.00637 -0.85792 0.378
H 2.26958 -0.69882 0.67623 0.378
H -0.21007 -1.73975 -0.81407 0.245
H -2.81428 -0.37855 -0.26643 0.206
H 0.21195 2.07905 0.96917 0.203

(4)
11
Properties=species:S:1:pos:R:3:nbo_charge:R:1 method="wB97M-V/def2-TZVPD" relative_energy_kj_mol=444.2 total_charge=0 fmax_ev_per_a=1.0 gap_ev=9.7 homo_ev=-9.4
N 2.96444 0.67525 -0.23800 -0.307
C 2.02091 0.01333 -0.16274 0.284
C 0.78989 -0.78458 -0.05890 -0.605
C -0.17871 0.05359 0.75694 0.016
C -1.07692 0.86895 -0.09030 -0.172
O -1.84684 -0.34273 0.13402 -0.600
H 1.02785 -1.72960 0.44278 0.259
H 0.43203 -1.01129 -1.07325 0.244
H -1.70456 -0.46608 1.11984 0.503
H -1.54294 1.76274 0.33252 0.194
H -0.88514 0.96043 -1.16291 0.185

(5)
11
Properties=species:S:1:pos:R:3:nbo_charge:R:1 method="wB97M-V/def2-TZVPD" relative_energy_kj_mol=218.2 total_charge=0 fmax_ev_per_a=1.4 gap_ev=11.0 homo_ev=-10.7
C -1.46757 0.07669 1.81872 -0.286
C -0.41222 0.15553 1.01040 -0.327
C 2.65580 -0.30921 -1.08492 0.532
O 2.24784 -1.09856 -0.37484 -0.527
C -0.40066 0.98445 -0.16477 0.249
N -0.36656 1.64326 -1.11728 -0.304
H -2.37762 0.63743 1.62949 0.211
H 0.14043 -0.94329 -3.09784 -0.005
H -1.43994 -0.55950 2.69768 0.210
H 0.49567 -0.41131 1.19551 0.246
H 0.53156 -0.33698 -2.91924 0.001

(6)
11
Properties=species:S:1:pos:R:3:nbo_charge:R:1 method="wB97M-V/def2-TZVPD" relative_energy_kj_mol=317.8 total_charge=0 fmax_ev_per_a=12.4 gap_ev=9.0 homo_ev=-8.1 smiles=Nc1ccco1
N 2.03321 0.00884 -0.05401 -0.832
C 0.65540 0.10854 -0.13121 0.466
C -0.16463 1.14700 0.04097 -0.420
C -1.46245 0.61883 0.15097 -0.328
C -1.38603 -0.62070 0.10871 0.098
O -0.01953 -1.12942 -0.02262 -0.481
H 2.43544 0.78167 0.62350 0.406
H 2.22124 -0.97476 0.12623 0.399
H 0.01774 2.19922 -0.45003 0.235
H -2.45112 1.00696 -0.43233 0.247
H -2.15323 -1.56169 -0.32499 0.210

(7)
11
Properties=species:S:1:pos:R:3:nbo_charge:R:1 method="wB97M-V/def2-TZVPD" relative_energy_kj_mol=223.5 total_charge=0 fmax_ev_per_a=1.2 gap_ev=11.6 homo_ev=-10.7
N -1.17165 1.41777 -0.16129 -0.569
C -1.72229 2.35645 -0.60989 0.319
C -0.47451 0.41594 0.57790 0.242
C -0.22375 -0.91503 -0.14621 -0.446
C 1.21799 -0.40007 -0.24461 -0.060
O 0.91211 0.69059 0.64981 -0.499
H -0.94224 0.36913 1.56432 0.199
H -0.33308 -1.76304 0.53320 0.221
H -0.77469 -1.09671 -1.06944 0.227
H 2.00776 -1.04263 0.15375 0.185
H 1.50771 -0.03599 -1.23644 0.181

(8)
11
Properties=species:S:1:pos:R:3:nbo_charge:R:1 method="wB97M-V/def2-TZVPD" relative_energy_kj_mol=291.4 total_charge=0 fmax_ev_per_a=2.6 gap_ev=10.3 homo_ev=-9.5 smiles=Cc1cocn1
C -1.63604 -0.29000 0.07008 -0.647
C -0.16544 0.02459 0.03081 0.086
C 0.51207 1.09079 0.72806 -0.091
O 1.84740 0.82603 0.41210 -0.437
C 1.88821 -0.35088 -0.23809 0.399
N 0.74692 -0.87820 -0.53314 -0.495
H -1.78328 -1.13270 0.75737 0.243
H -2.01559 -0.59082 -0.91277 0.231
H -2.21636 0.56134 0.44234 0.236
H -0.08916 1.44554 -0.33734 0.275
H 2.87180 -0.75303 -0.46147 0.199